# C5H4S

C5H4S as an isolated structure (ωB97M-V with the def2-TZVPD basis set, OMol25).

Element x y z (Å)
C  -1.574  -0.813  0.103
C  -2.392  -1.425  -0.539
C  0.822  -0.298  0.035
C  0.702  0.935  -0.782
C  -0.445  0.045  0.803
S  -0.461  1.721  0.083
H  0.621  -1.249  -0.465
H  1.890  -0.208  0.497
H  1.300  1.350  -1.548
H  -0.463  -0.057  1.814

Calculated values
- Total charge: 0
- LUMO (spin up / spin down): -2.438 / -2.439 eV
- Maximum force: 6.7 eV Å⁻¹
- HOMO-LUMO gap (spin up / spin down): 0.197 / 0.197 Eh
- E: -16077.3398 eV
- Relative energy (zero: lowest compared OMol25 entry of this formula, charge and spin): 578.0 kJ/mol